Record 1
{
  "formula": "C9H14",
  "method": "ωB97M-V with the def2-TZVPD basis set",
  "lumo_ev": 1.03,
  "multiplicity": 1,
  "total_energy_ha": -351.2441,
  "largest_force_ev_per_a": 0.6,
  "e_above_lowest_kj_mol": 226.04,
  "orbital_gap_ev": 9.5,
  "homo_energy_ev": -8.5,
  "smiles": "C#CCCC(C)=C(C)C",
  "species": ["C", "C", "C", "C", "C", "C", "C", "C", "C", "H", "H", "H", "H", "H", "H", "H", "H", "H", "H", "H", "H", "H", "H"],
  "positions_angstrom": [[-1.96769, 1.65165, -1.09175], [-2.10828, 0.72622, -0.34697], [-2.26792, -0.42311, 0.51988], [-0.92032, -0.79005, 1.17055], [0.17510, -0.65109, 0.14901], [0.07869, -1.63546, -0.98633], [1.13352, 0.27523, 0.17410], [2.15394, 0.35098, -0.93119], [1.33216, 1.30151, 1.25206], [-1.85163, 2.47226, -1.73463], [-3.01917, -0.20511, 1.28323], [-2.62984, -1.25873, -0.08605], [-0.74266, -0.15176, 2.03366], [-0.96565, -1.82361, 1.52473], [-0.56948, -2.46725, -0.72147], [1.05577, -2.03618, -1.24800], [-0.33024, -1.15292, -1.87540], [2.85570, 1.16135, -0.75432], [1.66610, 0.51931, -1.89083], [2.71998, -0.57756, -1.00837], [1.48944, 2.28123, 0.80288], [2.22266, 1.05504, 1.83342], [0.48983, 1.37807, 1.93178]],
  "forces_ev_per_a": [[-0.08, -0.20, 0.24], [-0.38, 0.32, -0.21], [-0.04, -0.22, 0.21], [0.20, 0.15, -0.04], [0.28, -0.28, 0.27], [0.09, 0.15, 0.01], [0.08, -0.07, 0.13], [-0.10, -0.11, 0.03], [-0.22, -0.13, 0.00], [0.08, 0.45, -0.36], [-0.01, -0.13, -0.06], [-0.05, 0.03, 0.09], [-0.05, -0.03, -0.01], [-0.02, 0.04, 0.05], [-0.06, -0.11, -0.04], [0.04, -0.07, -0.07], [-0.06, -0.04, -0.13], [0.08, 0.05, -0.04], [0.03, 0.03, -0.14], [0.09, -0.04, -0.07], [0.02, 0.10, 0.01], [0.08, 0.08, 0.05], [-0.01, 0.04, 0.08]],
  "nbo_charge": [-0.25, 0.00, -0.49, -0.41, 0.00, -0.65, 0.03, -0.65, -0.63, 0.23, 0.24, 0.23, 0.21, 0.21, 0.21, 0.22, 0.22, 0.21, 0.22, 0.21, 0.21, 0.21, 0.21]
}

Record 2
{
  "formula": "C5H10O",
  "method": "ωB97M-V with the def2-TZVPD basis set",
  "lumo_ev": 0.85,
  "multiplicity": 1,
  "total_energy_ha": -271.6844,
  "largest_force_ev_per_a": 0.5,
  "e_above_lowest_kj_mol": 179.23,
  "orbital_gap_ev": 9.4,
  "homo_energy_ev": -8.6,
  "smiles": "C/C=C/O.C=C",
  "species": ["C", "C", "C", "O", "H", "H", "H", "H", "H", "H", "C", "C", "H", "H", "H", "H"],
  "positions_angstrom": [[0.52763, 1.55429, -1.44217], [-0.53053, 0.93861, -0.57666], [-0.94601, 1.46831, 0.56855], [-1.88159, 0.84813, 1.35419], [0.85986, 2.52110, -1.04713], [1.40614, 0.90056, -1.51167], [0.16749, 1.71832, -2.46502], [-0.96068, -0.01056, -0.89018], [-0.54799, 2.41097, 0.94793], [-2.10094, 1.42075, 2.09596], [0.89559, -2.70295, 0.12674], [0.55657, -1.73580, 0.97230], [0.15639, -3.38526, -0.28519], [1.92502, -2.84918, -0.19125], [1.29939, -1.05192, 1.37560], [-0.47090, -1.57298, 1.28988]],
  "forces_ev_per_a": [[0.07, 0.06, -0.03], [-0.11, 0.09, 0.19], [0.27, 0.05, -0.37], [-0.09, 0.07, 0.17], [-0.06, -0.15, -0.03], [-0.13, 0.08, 0.00], [0.04, -0.04, 0.16], [0.04, 0.13, 0.04], [-0.07, -0.15, -0.06], [0.01, -0.10, -0.09], [-0.06, 0.13, 0.13], [0.07, -0.15, -0.11], [0.09, 0.09, 0.06], [-0.14, 0.03, 0.06], [-0.09, -0.09, -0.06], [0.16, -0.05, -0.07]],
  "nbo_charge": [-0.63, -0.27, 0.11, -0.69, 0.21, 0.21, 0.21, 0.21, 0.16, 0.48, -0.40, -0.38, 0.19, 0.19, 0.19, 0.20]
}

Record 3
{
  "formula": "C5H14N2S",
  "method": "ωB97M-V with the def2-TZVPD basis set",
  "lumo_ev": 0.99,
  "multiplicity": 1,
  "total_energy_ha": -706.5461,
  "largest_force_ev_per_a": 3.1,
  "e_above_lowest_kj_mol": 115.58,
  "orbital_gap_ev": 9.6,
  "homo_energy_ev": -8.6,
  "smiles": "C[C@@H](N)CNCCS",
  "species": ["C", "C", "N", "C", "N", "C", "C", "S", "H", "H", "H", "H", "H", "H", "H", "H", "H", "H", "H", "H", "H", "H"],
  "positions_angstrom": [[-2.30691, 1.84375, -1.14922], [-0.85413, 1.38432, -0.87735], [-0.13873, 2.45121, -0.32238], [-0.82325, 0.02763, -0.00790], [0.55394, -0.55356, -0.06077], [0.68248, -1.79106, 0.76550], [2.09804, -1.81989, 1.44771], [3.38318, -2.24279, 0.21655], [-2.81289, 1.94265, -0.19583], [-2.91241, 1.10021, -1.65275], [-2.27623, 2.84881, -1.64301], [-0.28183, 1.21472, -1.81234], [-0.75287, 3.16273, 0.12422], [0.75786, 2.24868, 0.16288], [-1.10655, 0.45682, 1.00537], [-1.71047, -0.59634, -0.21772], [0.69643, -0.78760, -1.10454], [0.61076, -2.79391, 0.10734], [-0.11531, -1.90841, 1.53950], [2.35047, -0.71916, 1.52964], [2.23722, -2.20448, 2.46487], [2.72116, -3.26431, -0.31978]],
  "forces_ev_per_a": [[0.95, 0.34, 0.14], [-0.33, -2.27, -0.89], [0.71, 2.39, 1.86], [-0.31, 2.49, 0.57], [-1.68, -0.96, -1.39], [0.60, -2.17, -0.62], [0.04, 2.61, -0.89], [-0.10, -0.17, 0.44], [-0.02, 0.34, 0.46], [0.16, 0.04, -0.65], [-0.28, -1.02, 0.17], [-0.82, -0.68, -0.12], [1.15, -0.95, -0.07], [-1.33, 0.16, -0.45], [0.92, -0.78, -0.62], [0.65, -0.39, -0.55], [-0.03, 0.34, 2.31], [-0.07, 2.14, 1.28], [0.51, 0.54, -0.64], [-0.42, -1.00, 0.32], [-0.32, -0.64, -0.57], [0.02, -0.35, -0.11]],
  "nbo_charge": [-0.62, -0.04, -0.87, -0.24, -0.65, -0.23, -0.54, -0.04, 0.20, 0.22, 0.22, 0.17, 0.36, 0.39, 0.18, 0.17, 0.37, 0.17, 0.21, 0.23, 0.22, 0.10]
}